# 1
A molecular structure, C26H37N5O12S3 at a distorted geometry. Source: the Open Molecules 2025 dataset; level of theory: ωB97M-V with the def2-TZVPD basis set.

Properties
Orbital gap ... 0.2809 Eh
Calculated total energy ... -92083.818 eV

Structure (ORCA input):
```
! RIJCOSX wB97M-V def2-TZVPD def2/J DEFGRID3
* xyz 0 1
H -5.23326 1.41798 -3.91215
H 4.83453 -2.47981 -2.60781
S -4.04873 0.13311 -1.03674
C 3.97119 -1.84449 -2.71655
H -1.09099 0.29374 -0.29118
H 0.71823 5.04730 -4.04132
C -3.52076 3.06969 2.05566
H -0.52321 -2.11323 -1.19719
C 1.61286 -4.47788 -0.60922
H 7.81439 3.50825 -0.77554
H -1.94060 -6.55291 2.86930
C -3.63202 1.79128 3.89452
N 2.43050 -0.30487 -2.26750
O -2.63977 -4.98646 3.93993
H 8.06529 3.09794 1.89853
C 4.97786 3.30088 0.88887
H -0.27884 1.62161 0.55681
O -2.91173 1.09535 -1.63983
H 2.65231 -4.74551 -0.53480
S -3.47531 -3.78719 3.25685
H 4.17531 -0.33812 -1.06501
H -3.90365 -6.49710 1.30551
H 2.86384 -2.68288 -4.46905
C 2.04894 -0.94938 -3.41533
H -1.68988 -4.39447 -0.52478
H -3.85875 0.28267 -4.10440
C -4.40490 0.92619 -3.41376
C 2.07946 3.52789 -3.38922
C -2.90200 -6.22631 3.26350
N 1.05236 4.43452 -3.31979
H 5.69373 2.91277 2.79820
C 0.72179 4.62619 -2.01248
H 1.07756 -0.69192 -3.80951
H 0.45215 -6.20574 -0.10039
N 5.94066 3.12944 1.84968
H -4.10705 1.03360 4.49469
C -0.07488 -3.08186 -1.06034
N -4.19894 2.05159 2.66876
O -3.42953 -1.07357 -0.66059
C 7.18005 3.11617 1.28607
H -1.66404 4.10837 2.67140
C -3.92700 -5.87885 2.19652
O 0.87706 -0.05649 0.14990
C -0.76194 -0.07402 1.82526
O -4.88538 0.86175 -0.15405
H 1.27205 3.68884 -0.16826
H -4.93166 -5.86891 2.62459
H -1.93321 2.68240 4.90350
H -4.99602 1.53955 2.33486
C -2.44909 3.39057 2.84189
O -3.59384 -4.52816 1.84003
C -3.43133 1.86695 -2.71795
H 1.99912 0.45839 -1.77979
H -3.90531 2.75671 -2.30074
C 2.28676 3.05161 -2.12436
H -1.26575 0.70238 2.40354
H 1.94633 -2.52911 -1.29450
C 0.43960 -5.16877 -0.39733
C 7.02729 3.37367 -0.05412
H 3.01229 2.27420 -1.94616
O -4.85821 0.01032 -2.40574
C -0.37779 0.53746 0.48941
N 1.27295 -3.25611 -1.10887
O -2.66965 -2.63429 3.15514
H 2.73445 3.43275 -4.23791
H 5.23295 3.68413 -1.27546
H -1.59573 -0.77819 1.86441
H 3.94487 3.36077 1.18480
H -2.61692 2.12490 -3.38886
O 2.22850 1.09719 1.82213
H -3.31235 -6.99252 3.92026
C 3.65291 -0.80899 -1.88217
O 0.44857 -0.55423 2.40869
C -0.62249 -4.26446 -0.61472
H -3.89958 3.36719 1.09160
H -0.06445 5.26660 -1.64586
O 2.55503 -1.31367 1.44763
C 2.90802 -1.98483 -3.65104
S 1.71029 -0.18546 1.50446
C -2.59852 2.67069 4.05529
C 5.63533 3.53900 -0.28501
O -4.75059 -3.69844 3.87763
C 1.42831 3.74465 -1.23249
*
```

# 2
A molecular structure, C26H39AsN12NaO2 at a distorted geometry. Source: the Open Molecules 2025 dataset; level of theory: ωB97M-V with the def2-TZVPD basis set.

Properties
Orbital gap ... 0.2928 Eh
ΔE to the lowest compared entry with this formula, charge and spin ... 30.3 kcal/mol
Calculated total energy ... -114821.408 eV

Structure (ORCA input):
```
! RIJCOSX wB97M-V def2-TZVPD def2/J DEFGRID3
* xyz 1 1
C 4.76060 1.26330 0.57540
N -2.65150 0.11020 -2.43360
H -2.43610 -3.90800 -2.14530
H -5.09780 -0.76570 -2.27940
C 4.00410 0.35170 -4.05880
Na 0.44620 -0.24360 -0.52560
C -2.08430 1.27010 -1.95290
H 3.10670 3.08610 2.88330
C 3.07030 -2.43260 1.79310
C -4.69620 -1.64050 -2.79920
C -2.92150 0.78600 5.33310
H 4.52600 3.56280 -4.25510
H -1.28080 -2.41360 -1.07020
C 4.30800 2.95560 -5.14850
N 2.95650 1.34580 -3.92910
C -4.33590 0.06370 3.52980
H -1.91880 3.22470 -2.46580
H 3.85190 -0.46190 -0.35510
H 3.12050 -3.31710 2.42620
H 2.69140 1.77030 -5.94470
H -1.93340 1.02220 5.69470
C -3.04840 0.33060 4.02120
C 4.54740 2.26180 1.51740
H -3.51930 -0.83490 0.42090
N -1.48070 1.30210 -0.84170
H 0.18620 -3.15970 2.43320
H 4.35480 3.58730 -6.03850
H 6.13520 0.35320 -4.48680
H 1.30410 -4.93180 -0.77690
O 5.29790 1.96890 -5.32370
As 1.69030 -2.73660 0.46340
C 2.34200 1.37490 1.82670
C -4.03760 0.95260 6.13290
N -2.17080 -0.23270 1.79700
H 2.07480 -5.26100 0.79380
N 0.34450 0.42220 2.73930
C 3.31620 2.33060 2.13980
N -3.44340 -2.06140 -2.21460
H 5.62470 1.60350 -3.31480
H 0.69600 2.46200 2.71460
N 1.51860 1.51850 -1.95300
C 2.05650 -4.58850 -0.06310
H 3.79610 -0.25300 -4.95170
H 2.15250 3.05950 -4.82260
C 0.00940 -2.78580 1.42580
H -5.42110 -2.44680 -2.71640
C -3.36360 -0.48450 1.43220
H -0.43110 -1.79090 1.47430
O 1.71440 -1.81440 -0.86380
C 2.92120 2.30830 -5.01380
H -4.58090 -1.40750 -3.86340
H -3.25670 -3.44420 -0.63290
H 5.69140 1.19460 0.03340
C 2.19610 1.42990 -2.88090
C 1.03830 1.45450 2.45970
H -2.53960 2.27270 -3.71370
H -6.43560 0.01540 3.94550
N -4.46420 -0.35640 2.21330
C 5.35020 1.06950 -4.23940
H 2.82870 -1.56110 2.39610
N -1.33490 -1.45260 -1.37640
N -0.74310 0.52630 3.45820
H 5.32780 2.97130 1.75640
C -3.31970 -3.41870 -1.72730
H -3.93260 1.31570 7.14400
H -1.16540 2.23320 -0.60600
C -2.42340 -1.17460 -1.96660
C -5.30420 0.66170 5.64190
N -2.39290 2.37460 -2.72230
N 2.57190 0.38980 0.96160
H -6.17330 0.78070 6.27340
C 3.73940 0.35610 0.34400
H 4.03660 -2.27830 1.31010
H -4.19310 -3.98870 -2.03060
H -5.39130 -0.54890 1.86320
H -0.68520 -3.46260 0.92430
C -1.92510 0.19960 3.09360
H 4.00350 -0.28580 -3.17540
H 3.03200 -4.62240 -0.55970
H -3.28090 0.21770 -3.21370
C -5.45330 0.22560 4.34030
*
```

# 3
A molecular structure, C26H39BN7RhSSi2Te at a distorted geometry. Source: the Open Molecules 2025 dataset; level of theory: ωB97M-V with the def2-TZVPD basis set.

Properties
Orbital gap (alpha / beta) ... 0.2245 / 0.1873 Eh
Calculated total energy ... -75580.493 eV
<S²> ... 6.030

Structure (ORCA input):
```
! RIJCOSX wB97M-V def2-TZVPD def2/J DEFGRID3
* xyz 2 5
C -4.13884 -3.07412 -3.09012
C -0.35858 -2.49680 1.16936
N -1.36473 -1.43882 -0.72336
C 1.29029 -1.20513 2.22563
H 2.14231 -1.93507 4.03444
H -5.39782 -6.02658 -2.02095
H -4.46066 1.87260 -4.70008
H 2.16004 1.06356 -6.19483
C -4.92886 -4.19536 -3.05972
H 2.65439 0.55445 -4.58795
N 0.42346 -1.37057 1.22010
H 3.09669 4.83040 -4.12381
N 0.99577 2.42975 1.39747
H -3.12699 2.94921 -5.06530
C -3.82197 -4.97450 -1.05992
C -2.90565 0.44178 1.43816
H -2.79963 3.18228 3.18678
C -1.27259 -2.55240 0.10059
H 4.22552 2.49899 0.92405
H 1.07811 3.58081 -2.12224
H -1.79610 3.16866 -0.80967
N -1.54707 2.07439 1.91026
H -1.29020 3.93900 -2.32290
Si 1.65656 2.83935 -4.50277
H 2.27729 3.80648 2.33352
H -0.74972 3.08792 -5.09072
C 0.65768 -3.28578 3.20554
H -5.46267 1.45537 -1.83933
C 0.15368 3.68021 -5.25919
C 1.25546 2.62585 -2.61524
H -3.92786 0.70756 -1.38317
H -0.53142 4.06657 1.63883
H 0.94423 0.50750 -5.05313
C -3.46733 2.18160 -4.36751
H 1.89458 -0.30762 2.20707
C -4.33713 4.56263 -2.59269
Si -3.55894 2.85945 -2.60879
H -0.06349 3.04933 3.25670
H -3.81877 5.24778 -3.26551
C 1.43656 -2.12207 3.23954
H 0.75549 -4.02364 3.99005
H 0.27114 3.80484 -6.33698
H -5.67613 -4.34889 -3.82549
H 2.85323 0.56244 -0.41988
C -1.77710 3.06097 -1.89573
N -2.05161 -3.66092 -0.10942
C -0.22779 -3.47957 2.17697
H -2.80240 1.31999 -4.46176
S -2.16304 -1.48945 -2.16059
H -4.24452 -2.33706 -3.87680
C -3.59076 1.28850 2.29355
Rh -0.15754 0.10515 -0.12496
Te -0.48237 1.43647 -2.39652
C 1.87140 1.07758 -5.14265
C -4.76880 -5.14740 -2.03843
C -4.45513 1.65953 -1.47036
H -0.83435 -4.37465 2.16169
H -3.68489 -5.71417 -0.28013
H -4.55096 2.08181 -0.46854
C -2.69055 2.31131 2.56153
N 1.16399 1.42740 0.52210
H 4.05100 3.34263 -4.05395
H -5.37651 4.50036 -2.92235
B -0.29323 2.97055 2.07995
C 2.18930 2.97782 1.65096
C -3.18227 -2.87777 -2.08742
C 2.47374 1.33003 0.23714
H 3.54470 3.99706 -5.60950
H -4.59384 1.16880 2.66402
H -3.23433 -0.48003 0.98715
H -1.91865 -4.43370 0.52477
C -3.01179 -3.83109 -1.06517
C 3.23415 3.84576 -4.57355
N -1.67615 0.93001 1.21629
H 0.00105 4.67506 -4.83501
C 3.16741 2.30475 0.93524
H 2.09927 2.13023 -2.14157
H -4.33275 5.00051 -1.59304
*
```